Entry 1:
53
Properties=species:S:1:pos:R:3:forces:R:3 method="wB97M-V/def2-TZVPD" e_tot_ha=-1565.076773 homo_ev=-4.41 e_lumo_ev=-2.49 gap_ev=1.9
O -1.179726 6.697821 1.091899 0.6 1.8 -4.9
C -0.992014 6.940029 -0.126140 -0.1 -1.8 2.3
O -1.443010 8.105385 -0.810433 0.8 -3.1 0.5
C -0.201798 5.811568 -0.982086 1.5 -1.8 -2.2
C 1.364428 5.811973 -1.154364 -1.7 -3.1 -2.1
C 2.016839 4.680398 -2.024829 -2.7 2.7 2.3
N 1.211171 3.656373 -2.666424 -0.7 1.8 1.3
C -0.263628 3.566208 -2.564115 -0.4 2.2 1.7
C -0.953123 2.376934 -3.374575 0.8 0.2 0.3
C -1.901666 1.420210 -2.498389 -1.0 -0.2 -0.6
O -1.307720 0.156923 -2.122897 0.4 1.0 -0.5
C -0.987031 4.637885 -1.717690 3.4 0.1 -0.4
N -2.456454 4.616755 -1.553509 0.2 -1.5 5.1
C -2.785186 4.202129 -0.343529 1.4 -2.4 -2.3
S -2.993883 3.113862 0.914054 0.2 3.6 -3.2
H -1.507696 7.810167 -1.756872 0.2 0.6 1.0
H 1.988832 6.635136 -0.643454 -1.0 -1.7 -1.1
H 3.153428 4.681809 -2.128302 -2.0 -0.3 -0.1
H 1.720645 2.950220 -3.227876 -0.8 0.8 0.6
H -1.496853 2.786079 -4.307053 0.7 -0.5 1.6
H -0.109701 1.697677 -3.796615 -1.3 1.2 0.7
H -2.815542 1.164158 -3.167625 1.5 0.4 1.1
H -2.327872 1.894709 -1.549659 0.8 -0.3 -1.4
H -0.337990 0.137897 -2.275100 -0.9 0.1 0.3
C 2.791242 -3.864226 1.235666 0.3 -0.2 0.2
C 1.333504 -4.018968 0.755274 0.9 -1.0 0.5
C 0.561663 -4.940575 1.727010 -0.3 0.0 0.1
C 0.257340 -4.336058 3.094785 -0.1 -0.2 0.3
C 0.133451 -2.814607 3.076237 0.3 0.1 0.1
C -0.218584 -2.208915 1.698730 -0.1 0.4 1.2
N 0.793854 -2.648211 0.731024 -1.3 0.4 -2.4
O 0.591861 -2.150282 -0.513021 0.4 -0.3 1.5
C -0.120544 -0.675608 1.861823 0.0 0.1 -0.3
C -1.673390 -2.559346 1.332159 -0.2 -0.1 -0.4
C 1.371616 -4.766873 -0.596502 -0.2 0.6 -0.2
H 3.369961 -3.246550 0.543725 -0.2 0.0 0.0
H 3.293080 -4.836067 1.305769 -0.1 0.0 0.0
H 2.850650 -3.394472 2.220660 -0.1 0.0 -0.1
H -0.386901 -5.236823 1.266088 0.1 0.1 -0.2
H 1.110821 -5.879253 1.873670 0.1 0.2 -0.2
H -0.669022 -4.779378 3.476034 0.1 0.0 -0.1
H 1.037810 -4.619523 3.808380 -0.1 0.0 0.0
H -0.599466 -2.506790 3.830159 0.0 0.1 -0.3
H 1.087080 -2.394019 3.416265 -0.1 0.1 -0.2
H 0.907892 -0.368504 2.077252 -0.1 -0.1 -0.1
H -0.747231 -0.329906 2.691204 0.0 -0.2 0.0
H -0.450326 -0.144639 0.963650 0.1 -0.2 0.0
H -2.360757 -2.189195 2.101415 0.2 0.0 0.0
H -1.844529 -3.634770 1.240623 0.1 0.0 0.0
H -1.975488 -2.097231 0.388294 0.3 0.0 0.0
H 1.838070 -5.751204 -0.479184 -0.1 0.2 0.3
H 1.957035 -4.231623 -1.348090 -0.2 0.1 0.1
H 0.364856 -4.928689 -0.993512 0.1 0.2 0.0

***

Entry 2:
54
Properties=species:S:1:pos:R:3:forces:R:3 method="wB97M-V/def2-TZVPD" e_tot_ha=-1610.456450 total_charge=+4 homo_ev=-18.06 e_lumo_ev=-16.05 gap_ev=2.0
C 7.737174 -0.620272 0.148293 0.4 1.3 -0.4
O 6.641156 0.275993 -0.057223 0.3 -2.3 -0.3
C 5.621317 -0.409574 -0.790483 -0.9 0.8 1.4
C 4.276425 -0.453956 0.101725 0.0 1.2 -1.6
C 2.956989 -0.324950 -0.780537 -0.2 -0.8 0.1
C 2.227783 1.037031 -0.492507 -0.7 -1.4 1.4
O 3.061648 2.145095 -0.858404 -0.3 0.0 -1.7
C 3.344369 2.126602 -2.172389 0.9 -0.3 1.2
N 3.847309 1.993218 -3.205246 -0.7 0.1 0.4
O 0.932901 1.085961 -1.022392 1.2 0.4 0.2
C 0.210790 2.234251 -0.518547 -0.5 0.3 0.3
C -0.957685 1.847165 0.493314 0.0 0.8 -0.4
C -2.382714 2.006200 -0.174672 0.3 -0.5 0.2
C -3.081873 0.658758 -0.635704 -0.3 1.3 -1.0
C -4.580062 1.060636 -0.958317 0.3 -0.1 0.9
C -5.687685 -0.054155 -0.743217 -0.1 1.2 -1.1
N -5.191848 -1.457462 -0.687788 -0.2 0.5 -0.1
C -5.548230 -2.209494 0.471766 0.5 -3.4 1.0
C -5.047064 -3.578605 0.421508 0.4 2.8 -2.8
C -4.394731 -3.572721 -0.836629 -0.4 -1.4 1.5
C -4.499765 -2.181256 -1.532740 -0.8 -0.2 1.7
O -0.712082 0.567341 1.090647 -0.2 0.2 0.6
C -0.568825 0.718141 2.507725 0.1 -0.2 -0.7
N -0.337731 -0.630295 3.112280 0.1 2.1 1.1
C -0.367160 -0.518814 4.350415 -0.5 -1.7 0.8
S -0.553759 -0.624669 5.914530 0.4 0.4 -1.7
H 8.518237 -0.101786 0.749767 -0.7 -0.6 -0.1
H 7.355637 -1.556709 0.724357 0.3 0.1 0.1
H 8.199804 -0.965326 -0.806201 -0.5 0.0 0.6
H 5.947574 -1.466442 -1.097827 -0.1 0.8 -0.3
H 5.384658 0.222209 -1.679002 0.1 -0.9 0.2
H 4.304229 0.445162 0.763206 0.3 -1.1 0.0
H 4.183028 -1.408882 0.749455 -1.0 1.5 0.0
H 2.269827 -1.161113 -0.504673 0.3 0.8 -0.2
H 3.198199 -0.464653 -1.858273 -0.2 0.3 0.6
H 2.120648 1.089995 0.623515 0.4 0.4 -0.8
H -0.188612 2.764582 -1.408227 0.2 -0.3 0.6
H 0.876583 2.954968 0.007812 -0.2 -0.6 -0.5
H -0.925262 2.596633 1.324553 0.0 -0.3 -0.9
H -3.052246 2.586629 0.505820 0.5 -0.6 -0.4
H -2.246037 2.639010 -1.080798 -0.2 -0.4 0.7
H -2.602100 0.409353 -1.617434 -0.2 -0.4 0.9
H -2.965634 -0.165747 0.097927 0.0 0.6 -0.3
H -4.678166 1.503174 -1.970616 0.1 -0.4 0.6
H -4.835723 1.880116 -0.243028 -0.1 -0.7 -0.6
H -6.375499 0.005689 -1.621837 0.3 -0.2 0.8
H -6.271918 0.130826 0.178076 0.4 -0.3 -0.5
H -6.153007 -1.869697 1.335511 0.3 0.6 -0.9
H -5.181092 -4.399423 1.143393 0.1 0.6 -0.5
H -3.908677 -4.479380 -1.242858 -0.2 0.8 -0.1
H -4.125381 -1.835145 -2.513483 -0.3 -0.2 0.6
H -1.496005 1.145767 2.961880 0.7 -0.1 -0.4
H 0.320056 1.374103 2.692885 -0.7 -0.4 0.1
Zr 5.423110 -2.802814 0.888768 1.4 0.0 -0.4

***

Entry 3:
51
Properties=species:S:1:pos:R:3:forces:R:3 method="wB97M-V/def2-TZVPD" e_tot_ha=-2319.735801 total_charge=+3 homo_ev="-18.05 / -18.05" e_lumo_ev="-10.91 / -9.72" gap_ev="7.1 / 8.3" multiplicity=6
Sm -0.817790 0.411205 -0.045193 0.0 -1.4 0.0
S -1.849880 -1.696652 1.509020 0.0 -1.1 -0.5
S 1.104675 -0.339326 -1.802283 0.1 0.0 -0.2
C -1.061582 -3.356538 1.724748 0.0 0.2 0.1
C -3.042112 -2.296314 0.233679 -0.6 0.3 -0.1
C -2.487810 -2.558698 -1.188890 -0.2 -0.9 0.4
N -1.814243 -1.410396 -1.846984 -0.7 0.2 0.0
C -0.878939 -1.888969 -2.941831 -0.6 0.2 0.7
C 0.033189 -0.701623 -3.220465 0.3 -0.3 -0.6
H -3.883019 -1.553633 0.212213 0.6 -0.8 0.1
H -3.387416 -3.259182 0.693793 -0.1 0.9 -0.7
H -3.342801 -2.900753 -1.819409 0.6 0.0 0.5
H -1.752796 -3.391030 -1.141935 -0.5 0.5 0.0
H -1.486061 -2.211511 -3.816947 0.6 0.2 0.4
H -0.312301 -2.768567 -2.549322 -0.4 0.7 -0.4
H -0.566317 0.218131 -3.435323 0.6 -0.6 -0.1
H 0.749241 -0.916036 -4.032191 -0.6 0.3 0.0
C 2.209535 -1.780772 -1.763507 -0.1 0.3 -0.4
H -2.586639 -0.905003 -2.327853 0.7 -0.3 0.2
H 1.779342 -2.764533 -1.554207 -0.2 0.4 -0.1
H 2.963732 -1.547919 -1.026796 0.3 0.1 0.1
H 2.636349 -1.704203 -2.767263 0.3 -0.5 0.2
H -0.256710 -3.291217 2.451133 -0.1 0.0 0.1
H -0.684457 -3.767119 0.777513 -0.2 0.3 0.3
H -1.867083 -3.987408 2.121453 0.3 0.1 -0.1
C -2.985340 2.194289 -1.057302 0.0 1.1 0.1
C -2.664274 3.113485 -0.103415 -0.7 0.6 -0.8
H -3.729262 1.404009 -0.882600 0.4 0.1 0.2
H -2.765906 2.431039 -2.125067 -0.1 -0.3 0.8
H -2.957817 3.073731 0.948519 -0.1 -0.3 -0.2
H -2.155826 4.089141 -0.360958 -1.0 -1.4 0.3
C 3.030551 -1.475069 2.479072 -0.7 -0.2 -0.5
C 3.616087 -0.304055 2.959113 -0.1 0.2 0.1
C 3.047062 0.931339 2.673053 -1.1 -0.8 -0.9
C 1.935965 0.959842 1.812167 0.7 -1.0 0.8
N 1.308183 -0.179185 1.380026 0.4 0.6 -0.4
C 1.872829 -1.380072 1.678076 0.5 1.1 0.6
C 1.498640 2.254684 1.297366 -1.3 1.3 -1.0
C 1.982833 3.492207 1.753905 0.4 -1.2 0.4
C 1.542801 4.677994 1.211033 -0.4 0.5 -0.5
C 0.538634 4.644219 0.236064 0.1 0.5 -0.4
C 0.078156 3.410439 -0.182656 0.5 -0.7 0.0
N 0.546808 2.229095 0.294435 1.1 1.2 1.6
H 3.429442 -2.466306 2.729238 -0.1 0.5 -0.2
H 4.529062 -0.312050 3.535961 0.0 -0.3 0.2
H 3.405388 1.867522 3.062006 0.5 -0.2 0.1
H 1.403199 -2.252068 1.228427 0.1 0.1 0.3
H 2.722746 3.493717 2.553305 -0.2 0.3 -0.3
H 1.963896 5.638599 1.523949 -0.2 -0.4 0.0
H 0.160890 5.577792 -0.217360 0.2 -0.7 0.3
H -0.752854 3.253726 -0.869512 1.2 0.6 -0.3

***

Entry 4:
54
Properties=species:S:1:pos:R:3:forces:R:3 method="wB97M-V/def2-TZVPD" e_tot_ha=-1599.276621 homo_ev=-8.80 e_lumo_ev=-0.76 gap_ev=8.0 smiles="CCCCc1nc(SCCN2CCOCC2)c2c(=O)n(C)c(=O)n(C)c2n1"
C -4.158538 -2.874257 -0.180606 6.4 5.7 -2.8
C -2.967795 -3.570075 -1.086603 -3.7 4.7 -2.5
C -1.737866 -2.585344 -1.340373 -3.5 -4.2 -1.9
C -1.045623 -2.455975 -0.058318 0.7 -3.0 1.3
C 0.075599 -1.674537 -0.411052 2.7 2.7 4.7
N -0.237629 -0.486958 -0.910121 -0.2 0.0 -0.8
C 0.732632 0.317497 -0.997812 2.3 5.7 -4.9
S 0.575912 2.059611 -2.316509 -0.1 -3.0 2.4
C -1.154515 1.873031 -2.294804 -1.5 -1.8 -0.2
C -1.879140 2.575709 -1.250615 -3.1 9.8 0.1
N -1.485315 2.515008 0.060705 -1.6 -7.8 4.1
C -1.514814 3.409858 1.153760 8.6 3.4 -3.2
C -0.828076 2.866476 2.423634 -0.2 6.7 -0.1
O -1.657479 1.990288 2.830774 -3.0 -7.0 1.8
C -1.822678 0.800635 1.830341 5.3 3.2 2.1
C -2.340851 1.345682 0.647309 -2.0 -1.7 -4.6
C 2.085187 0.181650 -0.783222 -2.1 -4.2 1.7
C 3.220002 1.023464 -1.009708 1.5 -8.5 6.6
O 3.103311 2.034044 -1.404905 -0.5 12.5 -6.4
N 4.433817 0.706258 -0.253307 -4.1 -2.4 -0.5
C 5.610847 1.306964 -0.428176 -1.8 10.2 -2.8
C 4.470085 -0.442740 0.344783 8.0 -5.4 4.4
O 5.657761 -1.038171 0.819946 -5.5 3.5 -2.5
N 3.395755 -1.137578 0.625686 -2.3 -5.5 0.5
C 3.582901 -2.557707 1.286740 -8.6 10.3 8.9
C 2.187048 -0.994144 -0.016936 1.9 0.6 1.0
N 1.250331 -1.889763 0.268469 -1.4 0.3 -2.5
H -4.475816 -1.891779 -0.782320 0.8 -1.6 1.9
H -4.901125 -3.449367 -0.300291 -5.8 -4.5 -0.2
H -3.804197 -2.750229 0.845265 -0.5 0.3 -0.2
H -2.945207 -4.414980 -0.532522 1.7 -3.1 1.2
H -3.508284 -3.787750 -2.103925 1.2 0.2 1.8
H -1.108684 -3.301556 -2.004852 -0.6 2.1 0.4
H -2.184555 -1.625927 -1.833213 1.3 -1.8 0.9
H -0.560585 -3.422430 0.365417 -1.4 1.0 -0.9
H -1.668413 -2.070850 0.757681 0.3 0.5 -0.2
H -1.496455 2.061749 -3.266117 -0.7 1.3 -1.4
H -1.646388 0.874899 -2.243243 1.5 -0.4 0.2
H -1.667162 3.851779 -1.170683 -0.3 -2.5 -2.1
H -3.080698 2.716404 -1.370548 2.4 -1.1 -0.1
H -0.881711 4.340285 0.740669 -1.0 -1.5 0.9
H -2.343631 3.821304 1.400006 -6.2 2.2 1.6
H -0.824407 3.707802 3.378291 0.4 -1.7 -3.0
H 0.135048 2.567265 2.181451 2.3 -0.8 -0.2
H -2.405207 0.290174 2.460051 -2.3 -2.9 1.6
H -0.776202 0.381667 1.601196 -1.4 0.3 0.9
H -2.415717 0.344606 -0.097354 0.4 2.8 1.4
H -3.436074 1.603344 0.794883 1.1 0.4 -0.4
H 5.613937 1.678166 -1.453687 0.9 -0.6 -0.4
H 5.566785 2.492194 0.036436 -0.1 -2.9 -0.6
H 6.426487 0.971703 -0.033550 4.4 -2.9 1.9
H 4.249808 -3.095805 1.047784 8.9 -7.0 -4.5
H 3.984623 -2.190138 2.431249 -0.9 -1.1 -3.0
H 2.602957 -3.001467 1.602870 1.1 0.5 -1.3

***

Entry 5:
56
Properties=species:S:1:pos:R:3:forces:R:3 method="wB97M-V/def2-TZVPD" e_tot_ha=-1750.115223 homo_ev=-8.37 e_lumo_ev=-0.75 gap_ev=7.6 smiles="CCCN1CCC(=NNc2ccc(S(=O)(=O)N3CCOCC3)cc2[N+](=O)[O-])CC1"
C -3.955707 -6.334138 2.764963 -0.1 0.2 0.0
C -3.684281 -4.864330 2.474029 0.2 -0.2 -0.1
C -2.195205 -4.611255 2.230404 -0.3 0.1 0.0
N -1.407873 -4.950215 3.405666 0.0 -0.2 -0.2
C -0.059379 -5.369307 3.101829 0.1 0.0 -0.1
C 0.760536 -4.257890 2.407662 0.0 -0.1 -0.1
C 0.373322 -2.924614 2.982116 0.1 0.1 -0.3
N 0.436483 -1.787099 2.411762 -0.3 0.5 0.7
N 0.934834 -1.669274 1.161152 0.3 -1.3 -0.4
C 0.965922 -0.476530 0.536577 0.1 0.1 -0.3
C 0.500000 0.679458 1.204711 0.0 0.1 0.0
C 0.514106 1.903669 0.596213 0.0 -0.2 0.0
C 1.002368 2.030374 -0.705763 0.2 0.5 -0.4
S 0.953398 3.639608 -1.478984 -0.4 -0.7 0.3
O 1.747031 3.601786 -2.674128 -0.1 -0.2 -0.1
O 1.238320 4.639966 -0.493888 -0.2 0.0 0.2
N -0.693884 3.710573 -1.808554 0.9 0.1 0.4
C -1.319996 5.011265 -1.659836 0.0 0.6 -0.1
C -1.104960 5.858538 -2.915817 -0.1 0.0 0.3
O -1.575435 5.185649 -4.063019 -0.2 0.0 -0.1
C -0.898205 3.960725 -4.247604 0.1 -0.3 0.0
C -1.084908 3.042280 -3.035293 0.0 -0.1 -0.6
C 1.465506 0.938596 -1.387033 0.1 -0.1 -0.1
C 1.451207 -0.328646 -0.789700 -0.4 1.1 0.7
N 1.915627 -1.418482 -1.567934 0.2 -0.5 -0.5
O 1.950679 -2.537690 -1.056703 0.1 -0.2 0.0
O 2.250359 -1.210055 -2.715814 0.1 -0.1 -0.1
C -0.177893 -2.975896 4.366528 -0.3 -0.1 0.1
C -1.406401 -3.926700 4.431170 0.1 0.1 0.3
H -3.362099 -6.654244 3.616712 0.0 -0.1 0.1
H -3.688998 -6.948183 1.907902 0.0 -0.1 -0.1
H -5.007684 -6.492626 2.988381 -0.1 -0.1 0.0
H -4.238983 -4.549679 1.587750 0.0 0.1 0.0
H -4.030402 -4.260300 3.314379 0.0 0.1 0.0
H -2.045343 -3.563604 1.921868 0.0 -0.1 -0.1
H -1.869462 -5.254953 1.410020 0.0 0.0 -0.1
H -0.097783 -6.255296 2.464435 0.1 0.0 0.1
H 0.414035 -5.654319 4.044656 0.1 -0.1 -0.1
H 1.827397 -4.434797 2.566726 0.1 0.0 -0.1
H 0.580486 -4.279528 1.329388 0.0 0.0 0.0
H 1.297841 -2.475746 0.646237 -0.2 0.4 0.2
H 0.138239 0.548355 2.211310 0.0 0.1 0.0
H 0.169148 2.791449 1.100423 -0.1 0.1 0.2
H -0.869769 5.489856 -0.791308 -0.2 0.1 0.0
H -2.389244 4.851129 -1.488875 0.1 0.0 0.0
H -1.665366 6.793160 -2.859479 0.1 0.0 0.1
H -0.030690 6.074726 -3.018089 -0.1 0.1 0.0
H -1.324700 3.509747 -5.145015 0.1 0.0 0.1
H 0.175754 4.139134 -4.394008 -0.2 0.0 -0.1
H -0.473146 2.146672 -3.140594 -0.1 -0.1 -0.1
H -2.137572 2.757012 -2.937368 0.1 0.0 0.0
H 1.858666 1.047577 -2.386660 0.0 0.0 0.0
H 0.603751 -3.360210 5.025788 0.0 0.0 0.1
H -0.448694 -1.974945 4.697227 0.1 0.0 0.0
H -2.321717 -3.342081 4.341637 0.0 0.0 0.0
H -1.417265 -4.420214 5.408878 -0.1 0.1 0.0